Record 1
This record from the Open Molecules 2025 dataset describes 2 unconnected molecules or ions with the total composition C2H6N3S. The level of theory is the ωB97M-V functional and the def2-TZVPD basis.

E_HOMO (spin up / spin down) ... -14.3 / -14.3 eV
Frontier orbital gap (spin up / spin down) ... 0.2854 / 0.2853 Ha
Total charge ... +1
Energy relative to the best compared isomer or geometry (same formula, charge and spin) ... 79.1 kcal/mol

Last column: natural (NBO) charge in e.
Geometry (Å):
H 2.570 -0.330 0.305  0.40
H 2.101 -1.514 -0.845  0.38
H 0.474 1.575 0.557  0.29
H 1.674 -1.734 0.603  0.37
S -1.314 -1.021 -0.697  0.88
C -2.104 0.116 0.467  -0.10
C -0.267 1.195 -0.171  -0.16
N 1.847 -1.057 -0.041  -0.93
H -0.522 1.806 -1.011  0.29
N -1.425 1.145 0.571  -0.30
H -2.955 -0.073 1.135  0.27
N -0.079 -0.109 -0.873  -0.41

---

Record 2
This record from the Open Molecules 2025 dataset describes 2 unconnected molecules or ions with the total composition C5H9NO3. The level of theory is the ωB97M-V functional and the def2-TZVPD basis.

E_HOMO (spin up / spin down) ... -9.5 / -6.4 eV
Frontier orbital gap (spin up / spin down) ... 0.3608 / 0.1581 Ha
Total charge ... 0
Energy relative to the best compared isomer or geometry (same formula, charge and spin) ... 178.8 kcal/mol

Last column: natural (NBO) charge in e.
Geometry (Å):
C -1.966 -0.291 -0.841  -0.60
N 3.449 1.036 1.418  0.42
H -2.625 0.604 -0.697  0.23
H -0.198 -2.044 -0.187  0.23
H 0.486 -1.283 -1.791  0.22
C -0.060 1.180 -0.912  0.69
O 2.868 2.091 1.574  -0.35
H -1.776 -0.626 -1.884  0.22
O -0.017 1.996 -1.747  -0.41
H 0.356 0.634 1.429  0.23
O 3.252 0.262 0.527  -0.36
H -1.442 0.726 1.692  0.23
C -0.489 -0.020 -0.276  -0.26
H 1.511 -1.138 -0.308  0.27
C -0.605 0.141 1.224  -0.61
C 0.427 -1.189 -0.685  -0.60
H -2.548 -1.167 -0.293  0.23
H -0.624 -0.912 1.758  0.22